# 1
The following is a DFT calculation (ωB97M-V with the def2-TZVPD basis set) of C7H21BF4MnOP2 as an isolated structure at a distorted geometry.

The gap between HOMO and LUMO (alpha / beta) is 9.41 / 7.79 eV. The net charge is +1. As for the spin multiplicity: 5.

Last column: Löwdin spin population.
Atoms and positions in Å:
Mn  0.005  -0.080  -0.134  3.5989
H  -0.494  1.161  0.485  0.0401
H  0.582  1.018  0.625  0.0470
P  -2.199  0.211  -0.807  0.0204
P  2.305  -0.407  -0.237  0.0184
C  3.015  -1.799  0.778  0.0068
H  4.099  -1.927  0.616  0.0002
H  2.822  -1.588  1.840  -0.0002
H  2.488  -2.726  0.509  -0.0002
C  2.910  -0.858  -1.941  0.0188
H  2.629  -0.043  -2.623  0.0008
H  4.000  -1.015  -1.963  0.0026
H  2.390  -1.772  -2.261  -0.0010
C  3.446  0.989  0.196  0.0019
H  3.288  1.254  1.252  -0.0002
H  4.507  0.731  0.035  -0.0006
H  3.176  1.855  -0.427  0.0001
C  -2.499  -0.290  -2.579  0.0188
H  -3.546  -0.130  -2.881  0.0026
H  -1.826  0.306  -3.213  0.0007
H  -2.232  -1.350  -2.689  -0.0010
C  -3.515  -0.773  0.071  0.0060
H  -3.521  -0.475  1.130  -0.0002
H  -4.517  -0.619  -0.364  0.0001
H  -3.247  -1.839  0.016  -0.0002
C  -2.931  1.914  -0.784  0.0024
H  -2.273  2.574  -1.369  0.0003
H  -3.952  1.939  -1.204  -0.0005
H  -2.952  2.270  0.255  -0.0002
C  -0.335  -1.269  1.294  0.0866
O  -0.551  -2.054  2.153  0.0642
H  -0.009  -1.269  -1.220  -0.0528
F  -0.143  0.617  1.915  0.1025
B  -0.210  1.259  3.106  0.0070
F  -1.457  0.833  3.612  0.0042
F  0.871  0.701  3.822  0.0039
F  -0.122  2.654  2.982  0.0018

=====

# 2
The following is a DFT calculation (ωB97M-V with the def2-TZVPD basis set) of C7H21F5O2P2RhTe as an isolated structure at a distorted geometry.

The gap between HOMO and LUMO (alpha / beta) is 7.52 / 5.46 eV. The energy relative to the best compared isomer or geometry (same formula, charge and spin) is 0.0 kJ/mol. The net charge is +1. As for the spin multiplicity: 5.

Last column: Löwdin spin population.
Atoms and positions in Å:
Rh  0.292  0.037  -0.817  1.7391
H  -1.325  -0.246  -0.200  0.0745
H  -1.065  0.412  0.299  0.0724
P  0.097  -2.177  -0.916  0.2327
P  0.061  2.245  -1.102  0.1629
C  1.468  3.231  -0.473  0.0731
H  1.379  4.258  -0.844  0.0122
H  1.469  3.226  0.623  0.0011
H  2.405  2.793  -0.834  0.0049
C  -0.114  2.775  -2.837  0.0151
H  -0.972  2.266  -3.291  0.0018
H  -0.258  3.863  -2.888  0.0020
H  0.797  2.506  -3.389  0.0020
C  -1.392  2.841  -0.181  0.0065
H  -1.356  2.444  0.837  0.0028
H  -1.389  3.935  -0.167  0.0005
H  -2.294  2.476  -0.680  0.0004
C  0.311  -2.906  -2.576  0.0310
H  0.138  -3.987  -2.556  0.0042
H  -0.401  -2.428  -3.255  0.0074
H  1.329  -2.698  -2.926  0.0023
C  1.333  -3.077  0.100  0.1004
H  1.165  -2.846  1.160  0.0012
H  1.213  -4.157  -0.065  0.0185
H  2.348  -2.778  -0.189  0.0018
C  -1.446  -2.825  -0.193  0.0111
H  -2.301  -2.398  -0.728  0.0023
H  -1.458  -3.918  -0.288  0.0017
H  -1.488  -2.538  0.865  0.0016
C  2.148  0.362  1.281  0.0875
O  2.935  -0.389  0.837  0.0843
H  -0.538  -0.484  -2.013  0.1512
F  -0.052  -1.639  3.205  0.1507
Te  -0.465  0.101  4.062  0.2474
F  -1.661  -0.841  5.159  -0.0092
F  -1.952  0.106  2.756  0.1612
F  -1.246  1.708  4.968  0.2247
F  0.865  -0.391  5.446  0.2014
O  1.421  1.136  1.808  0.1134

=====

# 3
The following is a DFT calculation (ωB97M-V with the def2-TZVPD basis set) of a 6-piece molecular cluster, C7H21F6N3O7S overall at a distorted geometry.

The gap between HOMO and LUMO is 6.79 eV.

Last column: Löwdin charge in e.
Atoms and positions in Å:
N  23.014  -9.051  -1.370  0.2889
H  23.620  -9.213  -2.162  0.0536
H  23.183  -8.141  -0.964  0.1432
H  23.073  -9.864  -0.774  0.1405
H  22.099  -9.081  -1.796  0.0288
N  21.387  -6.584  -6.321  0.2960
H  22.314  -6.822  -5.998  0.0128
H  21.279  -6.781  -7.306  0.1400
H  21.173  -5.624  -6.092  0.1387
H  20.701  -7.194  -5.900  0.0553
N  21.306  -10.543  -4.909  0.2589
H  22.224  -10.367  -5.291  0.0134
H  21.343  -10.169  -3.972  0.0603
H  21.027  -11.513  -4.860  0.0792
H  20.618  -9.879  -5.232  0.0479
C  25.946  -8.491  -5.849  -0.6478
F  26.804  -7.674  -5.255  0.1593
F  25.740  -8.109  -7.072  0.1691
F  26.405  -9.787  -5.878  0.1014
S  24.243  -8.535  -5.004  0.6053
O  24.484  -8.688  -3.582  -0.3136
O  23.639  -7.256  -5.367  -0.3247
O  23.459  -9.592  -5.625  -0.2981
O  19.481  -8.551  -5.443  -0.3995
C  18.855  -8.286  -4.202  -0.3698
C  19.741  -8.271  -2.864  -0.3684
O  20.538  -9.370  -2.450  -0.4047
H  18.080  -9.027  -4.004  0.0701
H  18.189  -7.447  -4.404  0.0743
H  19.039  -8.058  -2.058  0.0726
H  20.470  -7.462  -2.834  0.0638
C  16.598  -14.693  -2.723  -0.0401
C  17.995  -13.987  -2.865  -0.1663
O  18.940  -14.886  -3.423  0.0551
C  19.863  -14.422  -4.222  -0.3263
O  20.260  -13.240  -4.416  0.0974
C  20.638  -15.529  -4.946  -0.5506
F  21.160  -15.221  -6.103  0.2070
F  21.615  -15.883  -4.090  0.1641
F  19.810  -16.585  -5.153  0.1434
H  15.836  -14.485  -3.475  0.0709
H  16.085  -14.351  -1.824  0.0691
H  16.764  -15.769  -2.666  0.0757
H  18.271  -13.517  -1.921  0.1306
H  17.949  -13.140  -3.549  0.1230

=====

# 4
The following is a DFT calculation (ωB97M-V with the def2-TZVPD basis set) of C7H21LiO7 as an isolated structure at a distorted geometry.

The gap between HOMO and LUMO (alpha / beta) is 10.00 / 6.36 eV. The energy relative to the best compared isomer or geometry (same formula, charge and spin) is 0.0 kJ/mol. The net charge is +1. As for the spin multiplicity: 2.

Last column: Löwdin spin population.
Atoms and positions in Å:
Li  1.285  -0.645  -0.001  0.0018
C  0.901  2.382  0.624  0.1101
O  0.919  1.047  1.040  0.7960
H  -0.087  2.728  0.320  0.0167
H  1.185  3.113  1.382  0.0599
H  1.671  2.692  -0.083  0.0134
C  1.633  -3.289  0.086  0.0000
C  0.116  -3.200  0.230  0.0001
O  -0.421  -1.878  0.150  0.0006
O  2.206  -2.242  0.964  -0.0003
H  1.947  -3.173  -0.952  0.0000
H  2.146  -4.188  0.426  0.0000
H  -0.123  -3.504  1.249  0.0000
H  -0.432  -3.866  -0.436  0.0000
H  -1.158  -1.885  0.765  0.0000
H  1.907  -2.561  1.818  0.0000
C  0.982  -0.186  -3.155  0.0001
C  2.443  0.083  -2.819  0.0000
O  2.811  -0.661  -1.643  -0.0001
O  0.104  0.187  -2.164  0.0019
H  0.917  -1.224  -3.482  0.0000
H  0.715  0.365  -4.056  0.0001
H  2.670  1.145  -2.729  0.0000
H  3.100  -0.265  -3.616  0.0000
H  3.668  -0.343  -1.348  0.0000
H  -0.537  0.779  -2.565  0.0000
C  -3.905  2.026  2.407  0.0002
C  -2.817  1.934  1.342  0.0004
O  -1.915  0.848  1.595  -0.0002
O  -3.407  2.589  3.572  0.0000
H  -4.380  1.060  2.577  0.0000
H  -4.702  2.628  1.970  0.0000
H  -2.275  2.879  1.315  0.0002
H  -3.212  1.957  0.326  0.0001
H  -1.149  0.771  1.022  -0.0009
H  -2.807  1.899  3.865  0.0000

=====

# 5
The following is a DFT calculation (ωB97M-V with the def2-TZVPD basis set) of an isolated ion of composition C7H21N2Si and charge +1 at a distorted geometry.

The gap between HOMO and LUMO is 10.93 eV. Its SMILES is CC(C)N[C@@H]([SiH3])[NH2+]C(C)C. The energy relative to the best compared isomer or geometry (same formula, charge and spin) is 251.9 kJ/mol. The net charge is +1.

Last column: Löwdin charge in e.
Atoms and positions in Å:
C  -1.707  -0.542  -2.528  -0.0800
C  -1.773  -0.897  -1.083  -0.4594
C  -3.202  -1.416  -0.630  -0.0402
N  -1.357  0.239  -0.219  -0.0317
C  0.157  0.796  -0.343  -0.4356
Si  0.386  2.644  -0.828  0.7874
N  0.512  0.476  1.048  -0.0194
C  1.616  -0.515  1.407  -0.3369
C  1.873  -0.570  2.892  -0.0466
C  2.943  -0.072  0.609  -0.0440
H  -0.637  -0.281  -2.836  0.0948
H  -1.904  -1.397  -3.129  0.0690
H  -2.472  0.289  -2.777  0.1250
H  -1.099  -1.777  -0.911  0.1493
H  -4.166  -0.737  -0.677  0.1271
H  -3.001  -1.703  0.387  0.0619
H  -3.400  -2.198  -1.294  0.0486
H  -1.965  0.983  -0.475  0.0790
H  0.561  0.227  -1.093  0.0479
H  0.841  2.228  -2.152  -0.0379
H  1.673  2.713  -0.005  -0.0287
H  -0.782  3.340  -0.347  -0.0509
H  0.837  1.313  1.486  0.0998
H  -0.616  0.180  1.262  0.2358
H  1.332  -1.447  0.858  0.1511
H  1.290  0.279  3.381  0.1120
H  1.367  -1.445  3.308  0.0857
H  2.819  -0.675  3.362  0.0788
H  3.429  0.782  1.131  0.0875
H  2.845  0.195  -0.433  0.0544
H  3.601  -1.012  0.630  0.1159

=====

# 6
The following is a DFT calculation (ωB97M-V with the def2-TZVPD basis set) of a 7-piece molecular cluster, C7H21N7O14 overall at a distorted geometry.

The gap between HOMO and LUMO (alpha / beta) is 2.33 / 5.91 eV. The energy relative to the best compared isomer or geometry (same formula, charge and spin) is 96.5 kJ/mol. The net charge is -1. As for the spin multiplicity: 2.

Last column: Löwdin spin population.
Atoms and positions in Å:
C  0.025  -2.204  -4.018  0.0307
N  -0.877  -1.111  -4.161  0.3915
O  -1.095  -0.390  -3.153  0.1905
O  -1.412  -1.050  -5.318  0.2768
H  0.141  -2.716  -4.973  0.0032
H  -0.377  -2.960  -3.344  0.0127
H  0.971  -1.716  -3.784  0.0168
C  4.440  -0.270  3.360  0.0002
N  4.280  -0.821  4.764  0.0000
O  3.133  -0.750  5.213  0.0000
O  5.290  -1.261  5.408  0.0000
H  5.208  0.502  3.422  0.0000
H  3.512  0.220  3.063  0.0001
H  4.800  -1.041  2.680  0.0001
C  1.839  4.720  -1.152  0.0017
N  0.401  4.820  -1.579  0.0008
O  0.060  5.545  -2.523  0.0008
O  -0.342  4.076  -1.034  0.0007
H  2.385  4.708  -2.095  0.0005
H  2.011  3.745  -0.696  0.0007
H  2.097  5.554  -0.500  0.0000
C  -2.551  -0.789  4.235  0.0001
N  -1.818  0.318  3.443  0.0002
O  -0.987  -0.033  2.610  0.0004
O  -2.254  1.461  3.496  0.0001
H  -3.454  -1.079  3.699  0.0001
H  -2.871  -0.334  5.173  0.0000
H  -1.802  -1.534  4.503  0.0000
C  0.178  0.704  -0.170  0.0060
N  1.124  -0.260  0.332  0.0174
O  0.991  -1.332  -0.224  0.0093
O  1.972  -0.023  1.170  0.0165
H  0.644  1.603  0.232  0.0002
H  -0.769  0.636  0.366  0.0005
H  0.115  0.697  -1.258  0.0069
C  -0.389  -4.596  0.762  0.0006
N  -1.599  -4.904  -0.023  0.0004
O  -2.424  -5.704  0.460  0.0003
O  -1.697  -4.512  -1.146  0.0032
H  -0.427  -4.759  1.839  0.0000
H  -0.207  -3.594  0.373  0.0003
H  0.496  -5.149  0.448  0.0000
C  -2.079  2.499  -2.782  0.0030
N  -3.384  1.728  -2.975  0.0001
O  -3.839  1.748  -4.106  0.0006
O  -4.044  1.506  -1.964  0.0024
H  -1.508  2.053  -1.968  0.0011
H  -2.405  3.467  -2.403  0.0001
H  -1.501  2.585  -3.702  0.0023

=====

| no. | total energy (eV) |
| --- | --- |
| 1 | -71083.9838 |
| 2 | -54150.8055 |
| 3 | -53540.1822 |
| 4 | -22128.8795 |
| 5 | -18448.0540 |
| 6 | -46674.3649 |